No. 1
C4H12N2 | ωB97M-V/def2-TZVPD

```
! wB97M-V def2-TZVPD RIJCOSX def2/J DEFGRID3
* xyz 0 1
C -2.339 0.078 0.519
C -0.881 -0.294 0.363
C 0.059 0.864 0.508
C 1.432 0.764 0.122
N 2.049 -0.474 0.312
N -0.662 -0.874 -1.014
H -2.633 0.640 -0.374
H -2.892 -0.864 0.680
H -2.649 0.617 1.434
H -0.475 -1.089 1.012
H -0.272 1.867 0.830
H 0.474 0.858 -0.721
H 2.089 1.617 0.257
H 1.652 -0.559 -2.912
H 0.907 -0.503 -3.040
H 1.570 -1.098 -0.360
H 3.041 -0.516 0.456
H -0.760 -0.068 -1.657
*
```

For the orbital gap, the calculation gives 6.2307 eV. As for the total energy: -7316.199 eV. As for the largest force on an atom: 4.47 eV Å⁻¹. Its highest occupied orbital energy is -0.240 Ha.

No. 2
C4H11N3O | ωB97M-V/def2-TZVPD

```
! wB97M-V def2-TZVPD RIJCOSX def2/J DEFGRID3
* xyz 0 1
C -0.374 0.507 -0.316
C 2.184 0.614 -0.906
C 2.436 -0.541 -0.138
N -0.178 -0.517 0.677
C -1.955 0.149 -0.015
N -2.413 -0.887 -0.804
O -0.037 0.139 1.933
N -2.750 0.908 0.615
H -0.514 -0.433 2.549
H -1.785 -1.675 -0.864
H -3.369 -1.142 -0.603
H -2.282 1.620 1.166
H -0.198 0.189 -1.335
H -0.194 1.538 -0.031
H 2.270 1.597 -0.467
H 2.141 0.559 -1.984
H 2.827 -1.402 -0.671
H 2.979 -0.375 0.793
H 1.209 -0.846 0.399
*
```

For the orbital gap (spin up / spin down), the calculation gives 7.6788 / 7.6757 eV. As for the total energy: -10838.301 eV. As for the largest force on an atom: 4.28 eV Å⁻¹. Its highest occupied orbital energy (spin up / spin down) is -0.282 / -0.282 Ha.

No. 3
C3H7NOS2 | ωB97M-V/def2-TZVPD

```
! wB97M-V def2-TZVPD RIJCOSX def2/J DEFGRID3
* xyz 0 1
S -2.174 -0.359 -2.096
S -1.564 -1.278 0.060
C -0.490 -0.703 1.388
C 0.902 -0.015 1.496
N 1.315 0.682 0.271
C 2.721 1.162 0.216
O 3.174 2.140 0.933
H -1.673 0.127 -0.759
H 2.735 1.230 -0.937
H -0.936 -0.974 2.310
H 1.646 -0.810 1.692
H 0.942 0.732 2.243
H 0.574 1.235 -0.205
H 3.132 0.093 0.277
*
```

For the orbital gap, the calculation gives 3.3968 eV. As for the total energy: -28423.341 eV. As for the largest force on an atom: 4.62 eV Å⁻¹. Its highest occupied orbital energy is -0.268 Ha.